This record from the Open Molecules 2025 dataset describes a 12-piece molecular cluster, C90H194N10O12 overall at a distorted geometry. The level of theory is the ωB97M-V functional and the def2-TZVPD basis.

The geometry in XYZ format:
```
306
Properties=species:S:1:pos:R:3:lowdin_charge:R:1
C 2.91 -3.48 5.35 -0.04
C 2.04 -4.75 5.38 -0.52
C 3.07 -5.95 5.49 -0.02
C 1.09 -4.76 6.52 -0.18
C 0.05 -5.85 6.51 -0.15
C -0.77 -5.61 5.22 -0.14
C 0.09 -5.72 3.95 -0.47
C 0.59 -7.13 3.63 0.00
C -0.75 -5.13 2.79 -0.03
N 1.21 -4.73 4.13 -0.07
O 2.12 -4.92 3.04 -0.09
H 2.23 -2.64 5.20 0.07
H 3.35 -3.38 6.40 0.11
H 3.75 -3.55 4.63 0.09
H 3.83 -5.75 6.27 0.09
H 2.63 -6.91 5.76 0.06
H 3.53 -6.05 4.52 0.07
H 1.71 -4.79 7.46 0.13
H 0.51 -3.84 6.65 0.12
H 0.49 -6.84 6.44 0.10
H -0.55 -5.76 7.41 0.11
H -1.27 -4.65 5.21 0.11
H -1.58 -6.37 5.11 0.13
H 1.20 -7.60 4.40 0.07
H 1.01 -7.29 2.69 0.05
H -0.26 -7.78 3.64 0.08
H -1.66 -5.64 2.43 0.08
H -0.10 -5.20 1.92 0.06
H -1.04 -4.13 3.03 0.06
H 2.21 -3.96 2.80 0.09
C -4.40 -7.77 -0.65 -0.02
C -3.29 -6.91 -1.33 -0.52
C -2.15 -6.78 -0.31 -0.03
C -2.76 -7.67 -2.60 -0.11
C -1.78 -6.75 -3.35 -0.18
C -2.55 -5.52 -3.79 -0.14
C -3.12 -4.72 -2.62 -0.49
C -1.99 -4.12 -1.81 -0.03
C -4.07 -3.62 -3.11 -0.03
N -3.91 -5.68 -1.76 -0.06
O -4.41 -4.98 -0.60 -0.06
H -5.14 -8.07 -1.38 0.08
H -3.93 -8.68 -0.33 0.07
H -4.81 -7.27 0.22 0.07
H -1.17 -6.72 -0.84 0.07
H -2.31 -5.95 0.34 0.04
H -2.24 -7.64 0.37 0.09
H -2.35 -8.64 -2.15 0.14
H -3.59 -7.93 -3.34 0.14
H -0.88 -6.46 -2.73 0.10
H -1.41 -7.20 -4.22 0.09
H -3.34 -5.80 -4.48 0.12
H -1.87 -4.89 -4.37 0.12
H -2.25 -3.74 -0.82 0.08
H -1.51 -3.27 -2.29 0.09
H -1.14 -4.79 -1.74 0.04
H -4.49 -3.05 -2.25 0.09
H -4.89 -3.92 -3.75 0.08
H -3.47 -2.91 -3.71 0.08
H -3.64 -4.73 -0.08 0.03
C -0.57 2.91 -5.77 -0.06
C -1.99 3.32 -5.44 -0.48
C -2.96 2.99 -6.68 0.00
C -2.46 2.53 -4.16 -0.11
C -3.70 3.14 -3.57 -0.15
C -3.47 4.62 -3.19 -0.12
C -3.04 5.43 -4.41 -0.51
C -4.17 5.78 -5.34 -0.05
C -2.48 6.81 -3.93 -0.02
N -1.89 4.73 -5.06 -0.10
O -1.52 5.48 -6.20 -0.03
H 0.17 3.27 -5.06 0.06
H -0.62 1.82 -5.86 0.08
H -0.32 3.26 -6.80 0.10
H -2.61 2.10 -7.13 0.06
H -4.02 2.98 -6.37 0.06
H -2.96 3.74 -7.48 0.08
H -2.50 1.49 -4.50 0.12
H -1.64 2.49 -3.38 0.13
H -4.53 3.08 -4.19 0.08
H -3.87 2.66 -2.65 0.08
H -2.67 4.79 -2.48 0.09
H -4.37 5.10 -2.85 0.11
H -4.77 4.93 -5.75 0.08
H -3.95 6.36 -6.23 0.09
H -5.00 6.24 -4.80 0.09
H -2.27 7.42 -4.83 0.09
H -1.59 6.70 -3.28 0.07
H -3.28 7.29 -3.44 0.07
H -0.71 5.94 -5.96 0.07
C 1.80 -4.30 -3.65 -0.03
C 3.01 -5.14 -3.25 -0.52
C 3.30 -5.98 -4.40 -0.07
C 4.22 -4.16 -2.95 -0.13
C 4.20 -3.56 -1.61 -0.19
C 4.00 -4.64 -0.52 -0.14
C 2.82 -5.52 -0.76 -0.56
C 2.94 -6.62 0.31 -0.01
C 1.51 -4.77 -0.52 -0.02
N 2.93 -6.01 -2.07 -0.07
O 1.91 -7.02 -2.31 -0.04
H 0.87 -4.87 -3.82 0.08
H 1.57 -3.40 -3.02 0.09
H 2.05 -3.99 -4.64 0.06
H 3.84 -5.36 -5.09 0.08
H 4.10 -6.73 -4.15 0.11
H 2.47 -6.53 -4.85 0.10
H 5.14 -4.82 -2.96 0.14
H 4.25 -3.38 -3.74 0.10
H 5.06 -2.90 -1.39 0.12
H 3.29 -2.86 -1.54 0.12
H 3.88 -4.22 0.47 0.11
H 4.91 -5.20 -0.55 0.12
H 3.88 -7.14 0.28 0.08
H 2.13 -7.37 0.11 0.09
H 2.85 -6.22 1.32 0.06
H 1.29 -3.82 -1.06 0.06
H 1.62 -4.43 0.55 0.07
H 0.59 -5.43 -0.59 0.08
H 2.36 -7.87 -2.54 0.12
C -2.92 6.06 2.30 -0.02
C -3.40 4.85 3.07 -0.52
C -2.42 4.58 4.25 -0.03
C -4.74 5.08 3.76 -0.14
C -5.90 5.10 2.65 -0.13
C -5.84 3.71 1.99 -0.15
C -4.53 3.34 1.31 -0.55
C -4.51 1.82 1.10 -0.02
C -4.34 4.16 0.03 -0.01
N -3.53 3.61 2.29 -0.08
O -2.25 3.39 1.68 -0.06
H -1.83 6.16 2.58 0.10
H -3.09 6.11 1.25 0.05
H -3.48 6.97 2.65 0.10
H -1.52 4.20 3.78 0.06
H -2.20 5.52 4.77 0.09
H -2.84 3.89 5.00 0.09
H -5.04 4.27 4.48 0.12
H -4.71 6.02 4.36 0.12
H -6.87 5.15 3.21 0.12
H -5.66 5.92 1.96 0.09
H -6.62 3.47 1.27 0.12
H -5.84 3.02 2.84 0.12
H -3.72 1.40 0.50 0.06
H -5.41 1.61 0.47 0.10
H -4.57 1.27 2.06 0.09
H -5.04 3.86 -0.78 0.10
H -3.36 4.03 -0.31 0.04
H -4.46 5.21 0.27 0.07
H -2.10 2.46 1.92 0.08
C -7.71 -4.30 2.29 -0.03
C -7.24 -4.28 3.71 -0.50
C -8.44 -3.99 4.64 -0.04
C -6.65 -5.67 4.14 -0.13
C -5.20 -5.89 3.70 -0.16
C -4.30 -4.68 4.00 -0.13
C -4.86 -3.36 3.42 -0.49
C -4.01 -2.23 3.94 -0.05
C -4.79 -3.27 1.87 -0.02
N -6.25 -3.20 4.04 -0.06
O -6.83 -1.95 3.65 -0.03
H -8.55 -4.98 2.11 0.11
H -8.00 -3.38 1.87 0.07
H -6.92 -4.64 1.65 0.06
H -8.16 -4.03 5.68 0.08
H -8.71 -2.92 4.43 0.09
H -9.29 -4.57 4.34 0.07
H -6.74 -5.94 5.19 0.12
H -7.39 -6.30 3.69 0.10
H -4.78 -6.79 4.20 0.12
H -5.24 -6.10 2.59 0.11
H -3.28 -4.91 3.81 0.06
H -4.32 -4.55 5.09 0.12
H -4.19 -1.20 3.47 0.10
H -2.91 -2.51 3.78 0.09
H -4.15 -2.21 5.02 0.08
H -3.74 -3.33 1.60 0.07
H -5.16 -2.31 1.45 0.10
H -5.33 -4.09 1.47 0.03
H -6.95 -2.04 2.72 0.04
C 1.54 6.51 -4.49 -0.02
C 1.95 6.19 -3.00 -0.47
C 3.15 5.33 -3.00 -0.05
C 2.26 7.52 -2.21 -0.13
C 2.48 7.28 -0.76 -0.20
C 1.25 6.66 -0.25 -0.18
C 0.77 5.42 -0.90 -0.53
C 1.72 4.27 -0.62 -0.01
C -0.66 5.15 -0.49 -0.02
N 0.68 5.71 -2.35 -0.08
O 0.35 4.51 -3.00 -0.05
H 1.30 5.58 -5.08 0.09
H 0.65 7.19 -4.42 0.09
H 2.31 7.11 -4.94 0.07
H 2.91 4.22 -3.00 0.09
H 3.82 5.44 -3.89 0.11
H 3.73 5.48 -2.07 0.07
H 3.06 8.01 -2.71 0.11
H 1.46 8.25 -2.32 0.12
H 3.34 6.64 -0.56 0.09
H 2.72 8.22 -0.22 0.14
H 0.47 7.40 -0.34 0.13
H 1.30 6.55 0.89 0.14
H 1.69 4.02 0.45 0.08
H 2.70 4.70 -0.82 0.04
H 1.56 3.36 -1.21 0.08
H -1.31 5.80 -1.00 0.07
H -0.74 5.30 0.57 0.06
H -0.75 4.03 -0.67 0.11
H -0.44 4.93 -3.33 0.04
C 1.30 0.62 3.96 -0.01
C 1.85 0.92 2.56 -0.52
C 2.64 2.17 2.62 -0.05
C 2.80 -0.21 2.03 -0.12
C 2.10 -1.45 1.62 -0.18
C 1.10 -1.11 0.53 -0.13
C 0.10 -0.02 0.94 -0.46
C -0.60 0.43 -0.33 -0.02
C -0.99 -0.67 1.91 0.00
N 0.86 1.07 1.54 -0.06
O 0.02 2.14 2.00 -0.02
H 2.08 0.72 4.72 0.09
H 0.57 1.35 4.19 0.06
H 0.78 -0.33 4.04 0.06
H 2.83 2.60 1.65 0.08
H 2.14 2.93 3.18 0.05
H 3.59 2.00 3.17 0.08
H 3.29 0.24 1.16 0.12
H 3.57 -0.50 2.76 0.13
H 2.86 -2.11 1.10 0.12
H 1.74 -1.94 2.49 0.08
H 0.65 -2.03 0.13 0.11
H 1.64 -0.72 -0.28 0.10
H -1.41 1.13 -0.19 0.06
H -0.96 -0.43 -0.84 0.08
H 0.06 1.04 -0.97 0.08
H -0.57 -1.17 2.81 0.07
H -1.52 -1.43 1.29 0.08
H -1.71 0.04 2.21 0.04
H 0.04 2.85 1.35 0.07
C 7.63 4.13 1.50 -0.02
C 6.36 3.54 2.04 -0.55
C 6.07 2.30 1.25 -0.04
C 6.45 3.03 3.50 -0.12
C 6.15 4.13 4.47 -0.20
C 4.82 4.81 4.26 -0.13
C 4.82 5.38 2.87 -0.51
C 3.34 5.79 2.44 0.01
C 5.71 6.56 2.74 -0.03
N 5.19 4.36 1.91 -0.06
O 5.24 4.97 0.61 -0.05
H 8.49 3.47 1.53 0.10
H 7.45 4.37 0.47 0.08
H 7.86 5.05 1.97 0.06
H 5.25 1.73 1.63 0.04
H 5.83 2.52 0.19 0.09
H 6.84 1.53 1.35 0.10
H 5.66 2.24 3.56 0.12
H 7.46 2.73 3.74 0.12
H 6.23 3.81 5.54 0.12
H 6.94 4.98 4.45 0.13
H 4.75 5.63 4.96 0.13
H 4.03 4.08 4.31 0.09
H 3.27 5.60 1.38 0.04
H 3.04 6.77 2.77 0.08
H 2.66 5.11 2.92 0.05
H 6.77 6.34 3.01 0.08
H 5.31 7.45 3.21 0.09
H 5.75 6.81 1.72 0.07
H 4.86 4.28 0.03 0.09
C 3.12 -1.34 -7.64 -0.05
C 3.84 -0.55 -6.56 -0.49
C 5.14 -1.31 -6.26 -0.03
C 4.15 0.88 -7.18 -0.11
C 4.66 1.83 -6.08 -0.20
C 3.50 2.09 -5.18 -0.12
C 3.18 0.77 -4.28 -0.43
C 4.32 0.46 -3.34 -0.03
C 1.83 0.77 -3.50 -0.02
N 3.04 -0.33 -5.31 -0.05
O 2.92 -1.63 -4.66 -0.07
H 3.64 -1.24 -8.62 0.10
H 3.27 -2.38 -7.42 0.06
H 2.05 -1.16 -7.71 0.09
H 5.97 -0.75 -5.76 0.09
H 4.95 -2.17 -5.63 0.06
H 5.53 -1.59 -7.24 0.08
H 4.80 0.76 -8.03 0.11
H 3.20 1.37 -7.47 0.12
H 5.49 1.37 -5.52 0.09
H 4.89 2.83 -6.46 0.12
H 2.57 2.24 -5.75 0.11
H 3.72 2.95 -4.55 0.09
H 4.21 1.00 -2.39 0.08
H 5.24 0.79 -3.76 0.05
H 4.46 -0.60 -3.09 0.08
H 1.67 -0.19 -2.95 0.08
H 0.98 0.83 -4.19 0.07
H 1.86 1.59 -2.79 0.06
H 2.05 -1.96 -4.77 0.05
O -2.58 6.04 8.43 -0.07
H -3.06 5.49 7.78 0.04
H -2.99 6.91 8.37 0.03
O 1.15 4.30 5.16 -0.03
H 0.48 4.63 5.72 0.00
H 1.44 3.47 5.57 0.05
```

gap between HOMO and LUMO = 8.73 eV
DFT total energy = -135932.8677 eV
net charge = 0
SMILES = CC1(C)CCCC(C)(C)N1O.CC1(C)CCCC(C)(C)N1O.CC1(C)CCCC(C)(C)N1O.CC1(C)CCCC(C)(C)N1O.CC1(C)CCCC(C)(C)N1O.CC1(C)CCCC(C)(C)N1O.CC1(C)CCCC(C)(C)N1O.CC1(C)CCCC(C)(C)N1O.CC1(C)CCCC(C)(C)N1O.CC1(C)CCCC(C)(C)N1O.O.O